Computed, not measured: a structure of composition C2H2FHgO2 at a distorted geometry, with ωB97M-V/def2-TZVPD.

The geometry in XYZ format:
```
8
Properties=species:S:1:pos:R:3:nbo_charge:R:1
F 3.194 0.198 0.139 -0.664
O -2.654 1.059 0.119 -0.243
C -2.065 0.101 -0.008 0.920
C -1.372 -1.216 0.000 -0.139
O -0.282 -0.466 -0.403 -0.863
Hg 1.473 -0.115 -0.004 1.458
H -1.838 -1.846 -0.779 0.268
H -1.381 -1.598 1.036 0.263
```

Summary:
total energy: -480.76548 a.u.
total charge: +1
frontier orbital gap: 10.82 eV

Computed, not measured: a structure of composition C46H52AsF2N3O3RuSi2, with ωB97M-V/def2-TZVPD.

The geometry in XYZ format:
```
110
Properties=species:S:1:pos:R:3:lowdin_spin:R:1
Ru 1.219 0.930 -0.266 2.385
C -0.057 -3.216 1.385 0.012
C 1.281 -2.470 1.297 0.012
C 1.619 -1.619 2.509 0.029
C 1.414 -2.184 3.766 -0.003
C 1.780 -1.537 4.927 0.031
C 2.379 -0.293 4.831 -0.001
C 2.626 0.318 3.612 0.028
C 3.232 1.704 3.649 0.014
C 2.295 2.825 3.194 0.002
C 2.237 -0.345 2.409 0.019
N 2.456 0.273 1.173 0.221
C 3.768 0.722 0.912 0.385
C 3.958 1.863 0.126 0.036
C 5.127 2.562 -0.243 0.153
C 4.700 3.634 -1.046 0.052
C 3.314 3.538 -1.139 0.140
N 2.859 2.473 -0.437 0.182
H -0.045 -4.118 0.773 0.000
H -0.879 -2.590 1.039 0.012
H -0.294 -3.523 2.404 0.001
H 1.295 -1.851 0.400 0.010
H 2.089 -3.200 1.168 0.002
H 0.966 -3.169 3.833 -0.001
H 1.590 -1.987 5.894 0.002
H 2.654 0.239 5.736 -0.001
H 4.130 1.743 3.034 0.005
H 3.547 1.891 4.680 0.002
H 1.893 2.636 2.200 0.000
H 2.835 3.773 3.155 0.000
H 1.460 2.935 3.888 0.000
H 4.606 0.159 1.306 0.021
H 6.136 2.319 0.056 0.009
H 5.314 4.399 -1.499 0.001
H 2.634 4.179 -1.684 0.010
F 4.925 -2.147 -2.795 -0.001
C 3.938 -1.230 -2.886 0.002
C 3.235 -0.883 -1.753 0.033
C 2.209 0.050 -1.845 0.022
C 1.899 0.623 -3.101 0.034
C 2.661 0.242 -4.199 0.001
F 2.425 0.767 -5.428 -0.002
C 3.681 -0.683 -4.127 0.023
C 0.814 1.620 -3.134 0.024
C 0.358 2.303 -4.261 0.004
C -0.664 3.227 -4.130 0.002
C -1.224 3.460 -2.886 0.003
C -0.740 2.742 -1.808 0.005
N 0.243 1.850 -1.931 0.022
H 3.509 -1.320 -0.802 0.005
H 4.250 -0.955 -5.003 0.002
H 0.806 2.119 -5.222 0.000
H -1.015 3.765 -5.001 0.000
H -2.018 4.178 -2.740 0.000
H -1.119 2.885 -0.806 0.000
O -0.832 -0.094 1.685 0.030
C -1.478 1.007 2.300 0.003
C -0.887 2.345 1.755 0.008
O -1.435 3.389 2.091 0.008
O 0.103 2.257 0.958 0.050
C -1.333 0.908 3.822 0.001
C -1.639 -0.316 4.415 0.000
C -1.558 -0.480 5.787 0.000
C -1.168 0.582 6.591 0.000
C -0.864 1.802 6.009 0.000
C -0.949 1.968 4.632 0.000
C -2.957 0.928 1.936 0.001
C -3.888 1.756 2.561 0.000
C -5.226 1.693 2.213 0.000
C -5.658 0.802 1.236 0.000
C -4.738 -0.025 0.616 0.000
C -3.393 0.038 0.965 0.004
H -0.100 -0.367 2.257 0.001
H -1.948 -1.144 3.787 0.000
H -1.793 -1.441 6.228 0.000
H -1.098 0.457 7.665 0.000
H -0.554 2.636 6.626 0.000
H -0.736 2.929 4.184 0.000
H -3.552 2.458 3.310 0.000
H -5.938 2.344 2.706 0.000
H -6.706 0.754 0.965 0.000
H -5.064 -0.723 -0.147 0.000
H -2.668 -0.614 0.492 0.009
C -4.200 -2.246 -2.176 0.028
Si -2.975 -1.055 -2.968 0.089
C -3.553 0.716 -2.738 0.003
C -3.019 -1.349 -4.827 0.006
As -0.884 -1.285 -1.893 0.681
Si -0.116 -3.115 -3.186 0.080
C 1.394 -3.918 -2.420 0.000
C -1.398 -4.488 -3.326 0.014
C 0.381 -2.510 -4.891 0.019
H -5.219 -1.982 -2.474 0.004
H -4.148 -2.232 -1.085 0.002
H -4.005 -3.266 -2.504 0.000
H -4.629 0.787 -2.921 0.000
H -3.042 1.363 -3.455 0.000
H -3.354 1.105 -1.740 0.000
H -4.040 -1.156 -5.170 0.001
H -2.753 -2.367 -5.114 0.000
H -2.354 -0.662 -5.355 0.000
H 1.161 -4.401 -1.471 0.000
H 2.197 -3.205 -2.245 0.000
H 1.760 -4.685 -3.109 0.000
H -1.811 -4.729 -2.344 0.001
H -0.913 -5.388 -3.715 0.002
H -2.229 -4.239 -3.987 0.000
H 1.169 -1.761 -4.799 0.001
H -0.449 -2.063 -5.439 0.000
H 0.775 -3.345 -5.478 0.002
```

Summary:
total energy: -5283.53884 a.u.
total charge: -1
multiplicity: 6
<S²>: 8.791
frontier orbital gap (spin up / spin down): 4.49 / 5.37 eV

Computed, not measured: a structure of composition C30H41BrIN6O2Ru at a distorted geometry, with ωB97M-V/def2-TZVPD.

The geometry in XYZ format:
```
82
Properties=species:S:1:pos:R:3:lowdin_spin:R:1
Ru 0.009 -0.175 0.455 0.751
C 0.871 2.819 -2.584 -0.001
C 0.757 1.621 -1.708 -0.004
N 0.010 1.521 -0.651 0.000
N -0.751 2.578 -0.194 0.004
C -1.223 2.279 1.002 0.002
O -1.035 1.143 1.598 0.057
C -2.014 3.300 1.720 0.001
C -2.422 3.050 3.030 0.001
C -3.162 3.998 3.716 0.000
C -3.499 5.193 3.096 0.000
C -3.094 5.445 1.792 0.000
C -2.349 4.504 1.103 0.000
C 1.606 0.417 -1.916 0.000
C 2.539 0.297 -2.932 -0.001
C 3.352 -0.831 -2.965 0.001
C 3.219 -1.796 -1.980 0.001
C 2.266 -1.619 -0.987 0.008
N 1.473 -0.549 -0.967 0.028
H 0.218 3.609 -2.222 0.000
H 0.596 2.566 -3.610 0.000
H 1.898 3.189 -2.600 0.000
H -2.151 2.117 3.504 0.000
H -3.475 3.808 4.733 0.000
H -4.077 5.934 3.632 0.000
H -3.358 6.379 1.315 0.000
H -2.025 4.695 0.090 0.000
H 2.635 1.074 -3.676 0.000
H 4.085 -0.945 -3.751 0.000
H 3.844 -2.677 -1.966 0.000
H 2.113 -2.332 -0.188 0.000
N -3.167 -4.263 0.822 0.000
C -2.846 -3.005 0.032 0.000
C -2.512 -3.405 -1.392 0.000
C -2.219 -2.168 -2.238 0.001
N -0.948 -1.564 -1.800 0.006
C -3.369 -1.169 -2.157 0.000
C -3.792 -0.815 -0.734 0.000
N -2.758 -0.004 -0.088 -0.003
C -4.048 -2.079 0.087 0.000
H -2.445 -4.975 0.687 0.000
H -4.064 -4.666 0.538 0.000
H -3.203 -4.062 1.824 0.000
H -1.972 -2.568 0.531 0.000
H -3.360 -3.931 -1.845 0.000
H -1.656 -4.087 -1.414 0.000
H -2.139 -2.504 -3.278 0.000
H -0.731 -0.793 -2.426 0.000
H -0.203 -2.244 -1.931 0.000
H -4.228 -1.599 -2.678 0.000
H -3.113 -0.258 -2.704 0.000
H -4.741 -0.268 -0.787 0.000
H -3.044 0.256 0.852 0.000
H -2.665 0.872 -0.596 0.000
H -4.922 -2.586 -0.338 0.000
H -4.295 -1.812 1.119 0.000
C -0.025 -1.127 3.698 0.002
C 0.088 -2.275 2.704 0.008
C 1.488 -2.879 2.716 0.005
C -0.947 -3.338 3.065 0.001
O -0.203 -1.871 1.363 0.155
H 0.053 -1.507 4.717 0.000
H -0.980 -0.614 3.592 0.000
H 0.770 -0.402 3.557 0.000
H 1.762 -3.231 3.712 0.000
H 2.215 -2.128 2.411 0.000
H 1.551 -3.721 2.025 0.000
H -0.759 -3.752 4.054 0.000
H -0.901 -4.162 2.346 0.000
H -1.944 -2.888 3.081 0.000
Br 4.912 -0.974 1.367 0.000
C 4.291 -0.407 3.057 -0.001
C 4.953 -0.882 4.180 0.000
C 4.553 -0.474 5.443 -0.001
C 3.499 0.414 5.595 0.000
C 2.832 0.893 4.479 -0.001
C 3.228 0.473 3.214 -0.002
I 2.215 1.285 1.589 -0.016
H 5.784 -1.562 4.060 0.000
H 5.080 -0.846 6.311 0.000
H 3.195 0.740 6.580 0.000
H 2.011 1.588 4.588 0.000
```

Summary:
total energy: -4612.89670 a.u.
total charge: +2
multiplicity: 2
<S²>: 0.756
frontier orbital gap (spin up / spin down): 7.07 / 7.28 eV

Computed, not measured: a cluster of 2 separate species, C4H11N2O3 in total at a distorted geometry, with ωB97M-V/def2-TZVPD.

The geometry in XYZ format:
```
20
Properties=species:S:1:pos:R:3:nbo_charge:R:1
C 1.505 1.084 1.453 0.782
C 2.956 1.106 1.438 -0.738
C -2.341 -0.844 -1.912 -0.455
C -0.938 -0.628 0.133 0.317
N -0.038 1.237 -0.316 -0.316
N -1.068 -1.083 -1.261 -0.527
O 0.613 1.045 2.232 -0.576
O 0.014 -1.352 0.717 -0.671
O 1.222 1.119 0.091 -0.381
H 3.229 0.197 0.726 0.270
H 3.292 0.946 2.510 0.258
H 3.309 2.075 0.935 0.284
H -2.256 -1.357 -2.868 0.244
H -3.315 -1.154 -1.488 0.256
H -2.536 0.225 -1.866 0.246
H -1.812 -0.157 0.547 0.220
H -0.618 1.558 0.508 0.339
H -0.357 -0.563 -1.950 0.473
H -0.821 -2.003 -1.337 0.431
H -0.039 -1.450 1.709 0.545
```

Summary:
total energy: -493.82880 a.u.
total charge: +1
frontier orbital gap (spin up / spin down): 9.11 / 9.11 eV

Energy relative to the best compared isomer or geometry (same formula, charge and spin) readings, ordered: 0.0, 18.3, 7.6, 126.4 kcal/mol